# 1
A molecular structure, C47H61As2O3SbTi, computed with wB97M-V/def2-TZVPD.

Geometry (Å):
Ti  0.000  0.000  0.000
C  0.138  1.261  6.847
O  1.018  0.154  6.693
C  1.176  -0.307  5.412
C  2.042  -1.390  5.284
C  2.285  -1.949  4.030
C  1.655  -1.416  2.896
C  1.844  -1.936  1.510
C  2.748  -3.101  1.214
O  1.229  -1.375  0.599
C  0.768  -0.317  2.974
O  0.205  0.152  1.928
C  0.557  0.210  4.266
H  0.110  1.517  7.911
H  -0.882  1.002  6.544
H  0.505  2.139  6.306
H  2.527  -1.799  6.164
H  2.962  -2.789  3.968
H  3.239  -3.518  2.091
H  3.525  -2.773  0.518
H  2.154  -3.896  0.753
H  -0.124  1.055  4.330
C  0.440  -1.054  -3.880
C  0.613  -2.400  -3.232
As  0.901  -2.068  -1.311
C  2.605  -1.100  -1.406
C  3.612  -1.434  -2.326
C  4.806  -0.706  -2.353
C  5.001  0.356  -1.465
C  4.001  0.691  -0.548
C  2.807  -0.034  -0.520
C  1.572  -3.881  -0.970
C  0.703  -4.964  -1.165
C  1.142  -6.273  -0.944
C  2.453  -6.509  -0.522
C  3.323  -5.436  -0.317
C  2.887  -4.126  -0.537
As  -0.475  0.080  -2.560
C  -1.049  1.438  -3.855
C  -0.073  2.129  -4.587
C  -0.446  3.099  -5.523
C  -1.797  3.389  -5.729
C  -2.776  2.712  -4.997
C  -2.405  1.742  -4.062
C  -2.144  -0.944  -2.415
C  -2.802  -1.467  -3.539
C  -3.983  -2.200  -3.381
C  -4.510  -2.416  -2.103
C  -3.856  -1.897  -0.982
C  -2.676  -1.164  -1.138
H  -0.074  -1.149  -4.859
H  1.431  -0.582  -4.044
H  1.407  -2.988  -3.737
H  -0.336  -2.971  -3.295
H  3.478  -2.253  -3.017
H  5.580  -0.964  -3.064
H  5.926  0.918  -1.486
H  4.152  1.512  0.142
H  2.037  0.233  0.194
H  -0.314  -4.793  -1.493
H  0.467  -7.104  -1.101
H  2.793  -7.522  -0.353
H  4.338  -5.619  0.013
H  3.579  -3.316  -0.365
H  0.976  1.912  -4.436
H  0.312  3.626  -6.088
H  -2.086  4.140  -6.454
H  -3.822  2.940  -5.154
H  -3.181  1.239  -3.503
H  -2.406  -1.308  -4.531
H  -4.489  -2.604  -4.248
H  -5.423  -2.984  -1.982
H  -4.264  -2.063  0.007
H  -2.175  -0.768  -0.264
C  -0.985  2.590  4.569
C  -1.865  3.004  3.381
C  -3.241  2.345  3.542
C  -2.052  4.536  3.427
Sb  -0.923  2.172  1.510
C  1.091  3.142  1.343
C  1.650  2.992  -0.079
C  1.096  4.623  1.724
C  2.036  2.367  2.282
C  -2.265  2.775  -0.183
C  -1.530  2.644  -1.526
C  -2.817  4.196  -0.054
C  -3.433  1.772  -0.205
H  -1.454  2.886  5.532
H  -0.002  3.093  4.516
H  -0.831  1.490  4.575
H  -3.712  2.641  4.505
H  -3.148  1.238  3.521
H  -3.921  2.667  2.732
H  -2.522  4.834  4.389
H  -2.708  4.910  2.631
H  -1.105  5.085  3.359
H  1.101  3.629  -0.786
H  1.608  1.932  -0.411
H  2.706  3.334  -0.126
H  0.361  5.185  1.113
H  2.104  5.063  1.569
H  0.876  4.737  2.800
H  2.064  1.292  1.998
H  1.708  2.427  3.334
H  3.072  2.768  2.227
H  -0.765  3.425  -1.636
H  -2.234  2.796  -2.374
H  -1.067  1.640  -1.628
H  -1.989  4.929  0.046
H  -3.499  4.261  0.811
H  -3.425  4.461  -0.946
H  -3.046  0.736  -0.327
H  -4.126  1.987  -1.048
H  -4.018  1.804  0.729
H  -1.095  1.192  -0.692

Summary:
E_LUMO (spin up / spin down): 0.045 / -0.013 eV
HOMO (spin up / spin down): -4.94 / -4.97 eV
2S+1: 3

Here are the Löwdin charges for atoms 1 to 4, given in e: 0.39, -0.07, -0.06, -0.24

# 2
A molecular structure, C47H61Cl2O4Sc, computed with wB97M-V/def2-TZVPD.

Geometry (Å):
Sc  -0.476  -1.023  2.177
C  2.378  -1.317  3.966
O  1.549  -0.686  2.819
C  2.426  0.134  1.977
C  3.223  -0.496  1.036
C  3.215  -1.946  0.781
C  2.256  -2.431  -0.305
C  2.768  -2.867  -1.571
C  1.906  -3.344  -2.575
C  0.564  -3.387  -2.309
C  0.005  -3.021  -1.067
C  -1.491  -3.160  -0.945
C  -2.542  -2.169  -0.418
C  -3.806  -2.683  -0.598
C  -4.953  -2.010  -0.103
C  -4.738  -0.818  0.663
C  -3.462  -0.202  0.792
C  -3.508  1.077  1.525
C  -2.270  2.012  1.548
C  -2.223  3.250  0.900
C  -1.271  4.302  1.291
C  -0.191  3.905  2.004
C  -0.037  2.590  2.514
C  1.243  2.113  3.148
C  2.300  1.508  2.174
C  3.249  2.310  1.487
C  4.205  1.808  0.563
C  4.249  0.381  0.291
C  5.088  2.743  -0.220
C  6.313  1.953  -0.800
C  5.284  4.077  0.558
C  4.301  3.225  -1.465
C  -1.114  1.629  2.310
O  -1.113  0.537  3.093
C  -1.387  5.730  0.816
C  -0.819  6.773  1.846
C  -0.537  5.870  -0.508
C  -2.819  6.052  0.476
C  -2.399  -0.929  0.228
O  -1.019  -0.265  0.118
C  -0.929  0.727  -0.951
C  -6.300  -2.684  -0.432
C  -6.312  -3.258  -1.928
C  -6.605  -3.586  0.753
C  -7.507  -1.639  -0.493
C  0.867  -2.558  -0.063
O  0.415  -2.468  1.232
C  2.609  -3.642  -3.936
C  2.952  -2.414  -4.864
C  3.828  -4.578  -3.817
C  1.449  -4.364  -4.788
H  3.377  -0.902  4.099
H  2.437  -2.405  3.717
H  1.803  -1.364  4.910
H  2.923  -2.387  1.681
H  4.264  -2.235  0.487
H  3.884  -2.827  -1.712
H  -0.151  -3.489  -3.172
H  -1.871  -4.083  -0.495
H  -1.779  -3.332  -1.956
H  -4.029  -3.651  -1.066
H  -5.485  -0.562  1.462
H  -3.746  0.850  2.605
H  -4.379  1.668  1.177
H  -2.975  3.450  0.158
H  0.492  4.650  2.300
H  1.141  1.489  4.053
H  1.704  3.101  3.502
H  3.270  3.374  1.476
H  5.262  0.111  0.593
H  6.940  1.468  -0.002
H  7.104  2.634  -1.234
H  6.026  1.159  -1.488
H  5.385  3.784  1.695
H  4.414  4.788  0.475
H  6.259  4.595  0.472
H  3.963  2.335  -2.037
H  4.937  3.896  -2.050
H  3.402  3.704  -1.164
H  0.277  6.664  1.788
H  -1.281  6.751  2.886
H  -0.981  7.804  1.406
H  0.425  5.540  -0.313
H  -0.424  6.930  -0.824
H  -0.982  5.306  -1.325
H  -3.612  5.854  1.221
H  -3.103  5.464  -0.415
H  -3.066  7.170  0.264
H  -1.877  0.968  -1.378
H  -0.272  0.241  -1.792
H  -0.560  1.703  -0.541
H  -5.845  -4.280  -2.060
H  -5.942  -2.560  -2.690
H  -7.401  -3.368  -2.225
H  -6.164  -4.562  0.625
H  -7.686  -3.690  0.870
H  -6.078  -3.104  1.653
H  -7.231  -0.807  -1.126
H  -7.770  -1.178  0.471
H  -8.375  -2.113  -0.911
H  3.806  -1.788  -4.475
H  2.141  -1.697  -4.756
H  3.093  -2.763  -5.877
H  4.620  -4.280  -3.069
H  4.372  -4.807  -4.744
H  3.621  -5.550  -3.407
H  0.712  -3.579  -5.130
H  0.978  -5.129  -4.178
H  1.843  -4.798  -5.741
Cl  -1.926  -5.379  4.657
C  -0.865  -4.329  3.745
Cl  -1.249  -2.454  4.076
H  -0.972  -4.429  2.633
H  0.187  -4.450  4.009
H  4.207  0.120  -0.746

Summary:
E_LUMO (spin up / spin down): -0.798 / -0.797 eV
energy above the lowest of the compared OMol25 structures with the same formula, charge and spin: 34.9 kcal per mole
HOMO (spin up / spin down): -4.06 / -4.06 eV
2S+1: 1

Here are the Löwdin charges for atoms 1 to 4, given in e: 0.92, 0.03, -0.28, -0.23

Number 1: E_tot -7613.83001 hartree. Number 2: E_tot -3809.42988 hartree.